46
Properties=species:S:1:pos:R:3:mulliken_charge:R:1 method="wB97M-V/def2-TZVPD" homo_lumo_gap_ev=8.783 lumo_energy_ev=0.32 multiplicity=1
O 1.5927 1.8086 -0.8786 -0.630
C 2.2545 1.6081 0.1178 0.305
C 3.7733 1.6468 0.0582 -1.037
S 4.6023 0.1591 0.7063 -0.106
C 3.8012 -1.2130 -0.2053 0.380
C 3.7119 -1.0938 -1.7166 -0.847
C 2.2570 -1.3894 -2.0414 0.569
O 1.7733 -1.5362 -3.1277 -0.601
N 1.5695 -1.4820 -0.8452 0.398
C 0.1320 -1.6660 -0.7417 -1.251
C -0.6186 -0.5758 -1.5023 -0.102
C -2.0743 -0.4512 -1.1441 0.373
C -2.7692 0.6596 -1.6140 -0.464
C -4.1098 0.8348 -1.3292 -0.646
C -4.7840 -0.1012 -0.5625 -0.407
C -4.1051 -1.2103 -0.0938 -0.853
C -2.7617 -1.3867 -0.3841 -0.182
C 2.3703 -1.4124 0.2633 -0.146
O 1.9951 -1.5128 1.4032 -0.581
N 1.7579 1.3624 1.3518 -0.057
C 0.3996 1.2246 1.6817 0.251
C -0.5907 1.9269 1.0028 0.005
C -1.9177 1.7649 1.3530 -0.752
C -2.2560 0.8978 2.3784 0.339
Cl -3.9143 0.6856 2.8025 -0.206
C -1.2759 0.2033 3.0708 -0.887
C 0.0506 0.3744 2.7270 -0.293
H 4.1504 2.4542 0.6878 0.450
H 4.0866 1.8282 -0.9705 0.424
H 4.3946 -2.0728 0.1163 0.404
H 4.3659 -1.7872 -2.2451 0.368
H 3.9391 -0.0902 -2.0794 0.194
H -0.0954 -1.6230 0.3270 0.492
H -0.1209 -2.6559 -1.1330 0.344
H -0.1296 0.3835 -1.3122 0.137
H -0.5313 -0.7684 -2.5751 0.591
H -2.2436 1.3932 -2.2084 0.398
H -4.6308 1.7046 -1.7028 0.402
H -5.8301 0.0346 -0.3317 0.404
H -4.6221 -1.9468 0.5039 0.385
H -2.2609 -2.2662 -0.0101 0.385
H 2.4079 1.0209 2.0503 0.406
H -0.3253 2.5958 0.2014 0.386
H -2.6874 2.3074 0.8289 0.484
H -1.5498 -0.4654 3.8712 0.435
H 0.8189 -0.1727 3.2512 0.341



36
Properties=species:S:1:pos:R:3:mulliken_charge:R:1 method="wB97M-V/def2-TZVPD" homo_lumo_gap_ev=8.853 lumo_energy_ev=-0.39 multiplicity=1
C 0.6871 3.3117 -2.8009 -1.936
H 1.3582 3.9658 -2.4164 0.446
H -0.2509 3.4830 -2.6490 0.535
C 0.9888 1.9392 -2.1592 -0.262
H 0.4361 1.1495 -2.8338 0.313
H 1.9834 1.7754 -2.2830 0.486
C 0.4341 2.1867 -0.7110 -1.346
N 0.6009 0.6698 -0.1688 -0.041
C -0.5777 0.1749 0.2525 0.249
O -1.7644 0.7203 0.2335 -0.743
C -0.4486 -1.1862 0.9542 0.363
C 0.5266 -1.4178 1.8348 -0.667
C 0.5314 -2.8102 2.1496 -0.345
C -0.2129 -3.7945 1.9426 -0.961
C -1.0012 -3.6076 0.7310 0.053
C -1.4090 -2.1863 0.2614 0.588
C -2.4267 -2.0569 -0.9522 -1.498
H -1.9526 -2.2498 -1.8211 0.314
H -3.1301 -2.7554 -0.6151 0.585
H -2.6438 -0.9172 -0.7677 0.319
N -1.7145 -4.7235 0.2608 0.994
O -2.0164 -5.4791 1.2175 -0.664
O -2.1636 -4.7197 -0.7217 -0.563
H -0.2173 -4.6684 2.3395 0.678
H 1.4971 -2.9888 3.2183 0.064
H 0.9294 -0.7336 2.2344 1.011
H 1.2337 0.1131 -0.2967 0.154
C 1.6858 2.7924 0.3450 -0.599
C 1.0372 3.1074 1.6419 -0.992
H 0.0845 3.5157 1.6703 0.411
H 1.0667 1.9987 2.1974 0.033
H 1.9529 3.5387 2.1470 0.359
H 1.7291 3.8002 -0.1863 0.229
H 2.5348 2.3306 0.0624 0.665
H -0.4182 2.5162 -0.6140 1.186
H 1.0502 3.2058 -3.6973 0.583



60
Properties=species:S:1:pos:R:3:mulliken_charge:R:1 method="wB97M-V/def2-TZVPD" total_charge=-1 homo_lumo_gap_ev="6.198 / 6.207" lumo_energy_ev="1.86 / 1.86" multiplicity=1
Zn 1.5082 -0.5664 1.4493 0.837
N -0.2646 -1.5015 5.4927 -0.407
C -0.1055 -1.1159 4.2023 0.628
S 0.9520 -2.0555 3.2391 -0.538
N -0.7726 0.0108 3.8428 -1.428
N -0.4696 0.3900 2.5834 1.305
C -0.8561 1.5810 2.1496 -0.383
C -1.5007 2.5631 3.0188 0.507
C -1.1351 2.6884 4.3534 -0.414
C -1.7826 3.6059 5.1511 -0.404
C -2.8687 4.3462 4.6954 -0.515
C -3.2024 4.2499 3.3487 -0.575
C -2.5414 3.3442 2.5171 -0.546
C -0.5853 1.8175 0.7047 0.353
C -0.7654 3.0265 0.0544 -0.741
C -0.5268 3.1190 -1.3056 -0.539
C -0.0691 2.0050 -1.9882 -0.952
C 0.1348 0.8402 -1.2363 0.138
N -0.0787 0.7427 0.0694 0.316
H 0.2243 -2.3262 5.8610 0.199
H -0.8640 -1.0115 6.1035 0.221
H -0.2829 2.0981 4.7565 0.374
H -1.3714 3.7853 6.1669 0.297
H -3.3879 5.0628 5.3353 0.354
H -4.0064 4.8423 2.9172 0.352
H -2.8854 3.2128 1.4790 0.571
H -1.0346 3.9252 0.6418 0.553
H -0.6863 4.0823 -1.8526 0.337
H 0.0648 1.9556 -3.0502 0.509
H 0.4450 -0.1051 -1.7018 0.135
S 2.9993 -1.9523 -0.2124 -0.608
C 1.9326 -2.3442 -1.4772 0.137
N 2.1741 -2.0155 -2.7563 -0.421
N 3.3338 -1.3819 -3.0072 0.107
C 3.4382 -0.6880 -4.2166 0.282
C 2.4125 -0.8283 -5.1516 -0.041
C 2.4526 -0.2337 -6.4068 -0.544
C 3.5182 0.5922 -6.7506 -0.509
C 4.5920 0.6943 -5.8332 -0.338
C 4.5689 0.0719 -4.6162 -0.548
N 0.6944 -2.8358 -1.2934 -0.256
N 0.2356 -2.6675 -0.0789 0.345
C -1.0261 -3.2069 0.1165 -0.335
C -1.8071 -2.8177 1.2446 0.276
C -3.0541 -3.3747 1.4144 -0.659
C -3.6066 -4.2255 0.4276 -0.249
C -2.8358 -4.6463 -0.6866 -0.743
C -1.5666 -4.0529 -0.8681 -0.197
H 4.1356 -1.4116 -2.3575 0.224
H 1.6087 -1.4908 -4.8283 0.397
H 1.6396 -0.3943 -7.1408 0.312
H 3.4848 1.2593 -7.6198 0.338
H 5.4323 1.3885 -6.0654 0.273
H 5.3924 0.1790 -3.8890 0.288
H -1.4402 -2.0038 1.9012 0.233
H -3.7052 -3.1568 2.2763 0.354
H -4.6524 -4.5671 0.5124 0.316
H -3.2108 -5.3295 -1.4131 0.377
H -0.9466 -4.2045 -1.7413 0.426
F 2.5205 1.0320 1.5189 -0.781



12
Properties=species:S:1:pos:R:3:mulliken_charge:R:1 method="wB97M-V/def2-TZVPD" homo_lumo_gap_ev=6.893 lumo_energy_ev=0.55 multiplicity=1
N 1.7335 0.4990 -0.4819 -0.344
C 0.8152 0.2165 0.3972 0.310
O 0.9147 -0.2251 1.6017 -0.335
C -0.6666 0.1467 0.1429 0.308
C -1.1407 -0.3583 -1.0797 -1.168
N -0.6072 -0.7343 1.4535 -0.402
H 2.7217 0.3450 -0.3484 0.254
H 1.3266 0.5960 -1.4227 0.325
H -1.1102 1.1162 0.4211 0.254
H -0.7482 -1.3065 -1.4514 0.249
H -2.1078 -0.0307 -1.4393 0.234
H -1.1310 -0.2645 2.2070 0.317



8
Properties=species:S:1:pos:R:3:mulliken_charge:R:1 method="wB97M-V/def2-TZVPD" homo_lumo_gap_ev="7.489 / 7.818" lumo_energy_ev="-1.78 / -1.59" multiplicity=1
C 0.2863 -0.6601 -1.3327 0.219
N -0.1531 0.0723 0.6223 0.409
N 0.1699 -1.0237 -0.0184 -0.649
O -0.4390 1.6775 2.4413 -0.451
O -0.0804 0.3902 -1.8637 -0.578
S -0.3635 0.2399 2.1888 0.436
H 0.9189 -1.4881 -1.9026 0.286
H -0.3391 0.7919 -0.1349 0.328



12
Properties=species:S:1:pos:R:3:mulliken_charge:R:1 method="wB97M-V/def2-TZVPD" homo_lumo_gap_ev=11.052 lumo_energy_ev=1.08 multiplicity=1
C 2.6357 0.0241 0.2427 0.293
C 1.5315 0.0430 -0.2378 -0.907
C 0.1717 0.1201 -0.7874 0.253
C -0.8716 -0.7834 -0.0956 -0.573
C -1.3194 0.5249 0.5666 -0.359
O -0.5143 1.3012 -0.3366 -0.426
H 3.6110 0.0340 0.6776 0.405
H 0.2032 0.0712 -1.8819 0.277
H -1.6048 -1.1891 -0.7961 0.232
H -0.4876 -1.5756 0.5489 0.289
H -0.9777 0.6363 1.6041 0.233
H -2.3778 0.7935 0.4956 0.282



77
Properties=species:S:1:pos:R:3:mulliken_charge:R:1 method="wB97M-V/def2-TZVPD" total_charge=-2 homo_lumo_gap_ev=7.508 lumo_energy_ev=3.85 multiplicity=1
O -4.3190 14.2420 4.8870 -0.460
C -4.6890 13.6740 3.6420 2.684
C -3.8130 12.5290 3.3080 1.684
O -3.9240 12.1920 1.9540 1.085
H -4.8830 14.3660 2.8340 -0.088
H -5.7110 13.3060 3.7530 -0.671
H -4.1910 11.6570 3.7570 -1.057
H -2.7550 12.7750 3.5340 0.115
O -4.6920 8.7190 1.0030 -0.628
H -3.9470 9.3810 1.0390 0.304
H -4.3350 8.0790 1.6580 0.312
O -0.3770 14.4120 3.7070 -0.759
H -0.8910 14.4220 4.5330 0.427
H -0.9600 13.8110 3.2870 0.565
O -4.8990 11.6090 -0.4180 -0.752
H -4.1390 11.1170 -0.8710 0.372
H -4.6040 11.7810 0.5070 -0.180
O -7.8600 13.1530 5.7310 -0.711
H -8.7440 13.1970 6.1120 0.214
H -7.2330 13.6330 6.2650 0.258
O -8.6120 12.8950 3.1680 -0.543
H -8.4100 13.1880 4.0260 0.297
H -9.4030 12.4170 3.2360 0.269
O -6.8860 13.3640 1.3020 -0.935
H -6.0410 13.2520 1.7220 0.047
H -7.4900 13.2260 2.0460 0.450
O -4.3550 12.0670 6.4100 -0.940
H -5.1940 11.6870 6.1960 0.708
H -4.3140 12.8630 5.8420 -0.026
O -3.1420 16.1620 3.3350 -0.955
H -3.7300 16.2790 2.6140 0.546
H -3.6440 15.4200 3.8100 -0.090
O -6.5750 15.8380 4.8270 -0.773
H -7.1490 15.7860 5.6090 0.295
H -5.9740 15.1080 4.8960 0.164
O -1.3090 13.1160 1.4340 -0.897
H -2.1430 12.8860 1.8220 -0.127
H -1.4260 14.0680 1.4030 0.330
O -7.3740 15.9280 2.2660 -0.911
H -7.3500 15.0550 1.9230 0.486
H -7.3250 15.6900 3.1860 0.369
O -4.9280 16.6750 1.4320 -0.833
H -5.7460 16.3170 1.7460 0.527
H -4.4220 15.9670 0.9880 0.453
O -3.7920 14.6800 0.1410 -0.800
H -2.9060 14.5480 -0.1960 0.270
H -3.8680 13.9340 0.7090 0.281
O 0.0550 10.7200 3.5190 -0.732
H 0.3860 11.0350 2.7070 0.311
H -0.8930 10.6940 3.4340 0.281
O -4.3910 8.8110 4.2710 -0.750
H -4.5450 8.8160 5.2260 0.352
H -4.5030 9.7050 3.9100 0.040
O -5.9800 14.0600 7.3040 -0.752
H -5.6520 14.7130 7.8940 0.247
H -5.2500 13.9690 6.7060 0.141
O -2.3070 10.5850 5.3490 -0.514
H -2.3190 9.6930 5.7270 0.228
H -2.9530 11.0820 5.8110 0.295
O -2.3950 10.1700 2.4630 -0.905
H -2.8930 10.9720 2.3720 -0.003
H -2.8180 9.6070 3.1360 0.367
O -2.0720 14.5660 5.7990 -0.872
H -2.9740 14.3510 5.4150 0.410
H -2.1480 15.3320 6.3390 0.198
O -6.6660 10.9030 5.3520 -0.882
H -6.9890 11.8200 5.3560 0.460
H -6.2290 10.6910 4.5010 0.411
O -1.7910 11.2690 -0.5880 -0.714
H -1.7560 11.9140 -1.2310 0.270
H -1.9240 11.8190 0.2150 0.227
O -6.1130 10.7150 2.6560 -0.697
H -6.4790 10.3660 1.8520 0.270
H -5.4660 11.2590 2.2550 0.041
O -3.2250 17.5080 5.6950 -0.689
H -2.3940 17.5160 6.1440 0.270
H -3.0770 16.9630 4.9210 0.318



13
Properties=species:S:1:pos:R:3:mulliken_charge:R:1 method="wB97M-V/def2-TZVPD" homo_lumo_gap_ev="7.605 / 8.225" lumo_energy_ev="-0.78 / -0.21" multiplicity=1
C 2.8500 -0.5600 0.0534 -0.305
C -0.6091 -0.6900 0.1206 0.593
C 0.4953 0.2624 0.0401 0.233
C -1.9635 0.0268 0.0580 0.625
O 0.1271 1.5932 -0.1044 -0.591
O 1.8127 0.2069 0.0616 -0.257
O -0.5137 -1.8967 0.2618 -0.607
O -2.5554 -0.1330 -1.1118 -0.435
O -2.4246 0.6527 0.9766 -0.547
H 3.7931 -0.0469 0.0121 0.300
H 2.7774 -1.6364 0.1007 0.289
H -3.4215 0.3095 -1.1330 0.364
H -0.3678 1.9115 0.6643 0.340